Here is an isolated molecule of C3H7FN2O in a non-equilibrium geometry from the Open Molecules 2025 dataset. Energies are from ωB97M-V with the def2-TZVPD basis set.

ΔE to the lowest compared entry with this formula, charge and spin: 155.4 kJ/mol
frontier orbital gap: 10.28 eV
electronic energy: -403.050235 a.u.
structure (SMILES): CCN(F)C(N)=O
charge: 0
highest occupied orbital energy: -9.41 eV

Geometry as XYZ:
```
14
Properties=species:S:1:pos:R:3:forces:R:3
C -0.534 -1.060 -1.195 2.587 1.634 2.601
C 0.241 1.414 1.778 0.736 2.177 -0.932
C -0.299 0.825 0.498 -1.557 -0.414 -1.414
N 0.277 -1.897 -1.897 1.977 0.650 4.117
N 0.214 -0.446 0.010 -1.191 -2.094 -0.776
O -1.658 -0.724 -1.375 -1.089 -0.142 -0.705
F 1.570 -0.400 -0.344 0.473 0.595 0.117
H 0.756 0.645 2.298 0.241 -0.459 1.027
H 0.918 2.359 1.704 -0.772 -1.924 -0.437
H -0.633 1.833 2.253 -0.088 -0.301 0.865
H -1.389 0.586 0.617 0.969 -0.049 0.150
H -0.350 1.481 -0.350 0.355 1.018 -0.352
H 1.035 -2.390 -1.316 -1.719 1.058 -1.898
H -0.148 -2.228 -2.682 -0.923 -1.748 -2.365
```
Forces are in eV/Å.

---

Here is a structure of composition C25H21F3LuN5OS3 in a non-equilibrium geometry from the Open Molecules 2025 dataset. Energies are from ωB97M-V with the def2-TZVPD basis set.

ΔE to the lowest compared entry with this formula, charge and spin: 42.5 kJ/mol
frontier orbital gap: 7.66 eV
electronic energy: -4044.122288 a.u.
charge: 0
highest occupied orbital energy: -7.93 eV

Geometry as XYZ:
```
59
Properties=species:S:1:pos:R:3:forces:R:3
Lu 5.369 -18.228 -1.038 1.909 -0.039 0.144
C 2.328 -19.295 -4.296 0.369 1.832 -0.760
C 3.630 -19.320 -3.549 -0.258 -0.371 2.379
N 3.695 -19.012 -2.238 -0.891 0.139 -2.842
N 2.561 -18.353 -1.709 -1.018 -0.260 0.819
C 2.405 -18.452 -0.392 1.132 -0.617 -1.885
S 3.572 -19.059 0.703 0.470 -0.512 0.793
S 0.929 -18.114 0.409 -0.952 0.956 -0.879
C -0.182 -17.530 -0.989 0.437 -1.150 0.866
C -0.916 -18.653 -1.670 -0.890 0.685 -0.315
C -0.284 -19.781 -2.091 1.116 -1.490 0.113
C -0.983 -20.828 -2.720 1.532 -0.680 -0.258
C -2.311 -20.674 -2.999 -1.161 1.072 0.552
C -2.999 -19.479 -2.606 0.296 -1.531 -0.492
C -2.312 -18.517 -1.916 0.357 1.438 0.127
C 4.841 -19.890 -4.165 0.078 -0.388 0.446
C 4.815 -20.976 -5.062 -2.448 0.945 -1.404
C 5.898 -21.614 -5.563 0.938 -0.313 0.026
C 7.154 -21.260 -5.031 0.060 -0.726 0.271
C 7.241 -20.130 -4.235 0.865 -0.544 -0.307
C 6.099 -19.415 -3.775 0.682 0.618 0.480
O 6.212 -18.362 -2.978 0.345 -0.601 -0.212
H 2.530 -19.182 -5.401 -0.431 -0.375 1.214
H 1.691 -18.459 -3.932 0.628 -0.341 -0.341
H 1.732 -20.146 -4.043 -0.190 -0.894 -0.191
H 0.406 -16.891 -1.650 -0.196 -0.052 0.112
H -0.946 -17.021 -0.441 -0.220 1.021 0.236
H 0.794 -19.921 -1.855 -0.991 0.180 -0.288
H -0.386 -21.754 -3.006 -1.099 1.212 0.373
H -2.915 -21.448 -3.430 0.046 -0.348 -0.360
H -4.063 -19.410 -2.863 0.504 0.205 0.290
H -2.816 -17.558 -1.625 0.457 -1.032 -0.171
H 3.858 -21.199 -5.585 0.486 0.020 0.823
H 5.766 -22.300 -6.397 0.189 -0.209 0.478
H 8.028 -21.970 -5.114 -0.806 1.283 -0.432
H 8.278 -19.859 -4.017 -0.602 0.401 0.622
F 8.792 -14.241 0.702 -1.148 -0.011 0.013
C 7.620 -13.764 1.163 1.803 2.040 1.475
F 7.686 -12.382 0.913 -0.396 -1.497 0.134
F 7.745 -13.824 2.566 -0.716 -0.337 -1.842
C 6.350 -14.317 0.589 0.412 -1.105 0.495
C 5.221 -13.531 0.626 0.114 1.036 0.988
C 4.048 -13.957 0.065 -3.024 -0.131 -1.226
C 3.983 -15.227 -0.527 1.868 1.293 1.356
N 5.070 -16.008 -0.466 -0.979 -0.641 -0.412
C 6.240 -15.668 0.107 0.084 2.190 -0.325
S 7.503 -16.790 0.013 0.267 -0.838 0.176
H 5.177 -12.572 1.186 0.520 -0.644 -0.713
H 3.123 -13.288 0.036 1.509 -1.057 0.186
H 3.133 -15.661 -0.999 -0.656 -0.056 -0.296
N 8.474 -21.569 -0.155 -2.704 0.964 -1.219
C 7.379 -22.310 -0.599 -1.180 -0.112 -0.096
C 6.306 -21.467 -0.809 3.334 0.590 0.722
N 6.780 -20.172 -0.575 -0.244 -0.354 0.107
C 8.042 -20.275 -0.229 -0.330 0.214 0.457
H 9.423 -21.843 -0.174 0.793 -0.371 0.216
H 7.360 -23.372 -0.728 0.424 -0.275 0.124
H 5.315 -21.611 -1.120 -0.973 -0.491 -0.290
H 8.597 -19.415 0.086 0.479 0.056 -0.059
```
Forces are in eV/Å.

---

Here is a structure of composition C29H23ClCoIN5OS from the Open Molecules 2025 dataset. Energies are from ωB97M-V with the def2-TZVPD basis set.

2S+1: 2
frontier orbital gap (alpha / beta): 5.90 / 5.93 eV
electronic energy: -4006.763519 a.u.
charge: 0
highest occupied orbital energy (alpha / beta): -7.46 / -7.46 eV

Geometry as XYZ:
```
62
Properties=species:S:1:pos:R:3:forces:R:3
Co 0.194 -0.121 0.100 -0.347 0.259 -0.068
C -2.850 -0.234 4.602 0.038 0.005 -0.012
C -3.014 -0.494 3.250 -0.019 0.008 0.045
C -1.921 -0.454 2.399 0.042 -0.046 -0.090
C -0.663 -0.159 2.908 -0.235 -0.042 0.018
C -0.491 0.098 4.266 0.161 0.018 -0.084
C -1.587 0.062 5.106 -0.055 -0.009 0.010
N 0.414 -0.122 1.967 -0.277 -0.011 0.204
N 1.545 0.006 2.468 0.382 0.039 0.366
C 2.586 0.061 1.523 0.353 0.000 -0.088
C 3.892 0.107 1.984 0.010 -0.009 0.229
C 4.913 0.140 1.053 0.054 0.002 -0.016
C 4.597 0.124 -0.296 -0.050 -0.007 0.007
C 3.260 0.077 -0.665 0.014 -0.022 -0.151
N 2.282 0.051 0.230 -0.155 0.012 0.068
H -3.704 -0.265 5.266 0.008 0.000 0.005
H -3.993 -0.736 2.859 0.006 0.000 -0.005
H -2.025 -0.662 1.340 -0.030 0.002 0.022
H 0.497 0.323 4.642 -0.012 0.007 0.024
H -1.458 0.262 6.162 -0.002 0.001 -0.005
H 4.072 0.108 3.051 0.030 0.003 -0.027
H 5.946 0.174 1.374 -0.010 0.001 0.011
H 5.367 0.146 -1.054 -0.014 0.000 -0.008
H 2.952 0.052 -1.704 -0.010 0.004 0.014
Cl -0.185 5.495 -3.749 -0.002 -0.036 0.019
C -0.131 3.856 -3.161 0.005 0.035 -0.017
C -0.113 2.815 -4.049 -0.010 -0.020 -0.022
C -0.064 1.483 -3.611 0.006 -0.054 -0.080
I -0.052 -0.082 -4.979 -0.002 0.061 0.015
C -0.030 1.157 -2.261 -0.026 -0.045 0.177
O 0.006 -0.043 -1.787 0.088 0.032 -0.452
C -0.054 2.265 -1.346 -0.001 0.064 0.008
N -0.029 1.919 -0.026 0.179 -0.175 -0.255
C -0.044 2.863 0.884 -0.067 -0.041 0.068
C -0.084 4.228 0.552 -0.026 0.032 0.052
C -0.112 4.599 -0.762 0.000 0.001 -0.042
C -0.101 3.609 -1.771 -0.024 -0.002 0.083
H -0.141 3.027 -5.109 0.005 -0.020 0.001
H -0.040 2.546 1.922 0.041 0.012 -0.009
H -0.094 4.967 1.341 -0.001 -0.012 -0.001
H -0.142 5.644 -1.043 -0.007 -0.012 -0.008
C -3.643 2.132 -0.016 0.052 -0.097 -0.033
S -3.009 0.702 -0.914 -0.090 -0.007 0.031
C -4.402 -0.417 -0.663 0.071 0.086 -0.029
H -3.898 1.855 1.009 0.012 0.037 0.009
H -4.516 2.549 -0.517 -0.008 0.018 0.025
H -2.852 2.882 0.005 -0.025 0.006 -0.012
H -5.299 -0.029 -1.143 -0.016 -0.025 0.016
H -4.586 -0.565 0.401 -0.021 -0.028 -0.011
H -4.139 -1.371 -1.116 -0.010 -0.001 0.010
N -0.548 -7.424 -0.277 -0.002 0.012 0.008
C -0.421 -6.282 -0.210 0.006 0.112 -0.009
C -0.260 -4.854 -0.126 0.035 -0.076 0.027
C 0.742 -4.310 0.675 0.023 -0.011 0.023
C 0.888 -2.933 0.755 -0.076 -0.062 0.011
C 0.061 -2.056 0.048 0.037 0.020 -0.005
C -0.927 -2.632 -0.759 -0.013 -0.058 -0.033
C -1.097 -4.005 -0.847 -0.034 0.019 -0.016
H 1.397 -4.971 1.230 -0.004 0.006 -0.007
H 1.677 -2.551 1.398 -0.008 0.002 -0.016
H -1.564 -1.991 -1.359 0.023 0.001 0.001
H -1.868 -4.429 -1.479 0.008 0.007 0.003
```
Forces are in eV/Å.